A) DFT (ωB97M-V/def2-TZVPD) results for a single C23H32N2O6 molecule.

The calculation puts the lowest unoccupied orbital energy at 0.0241 hartree. As for the SMILES: CCO[C@H]1OC(C(=O)N2CCN(C)CC2)=C[C@@H](c2ccc3c(c2)OCO3)[C@@H]1CCCO. The orbital gap is 8.627 eV. Its HOMO energy is -7.971 eV.

```
63
C23H32N2O6, DFT ωB97M-V/def2-TZVPD
C 1.233 -3.324 -0.832
C -0.247 -3.085 -1.108
H -0.840 -3.914 -0.694
H -0.430 -3.026 -2.184
O -0.744 -1.860 -0.601
C -0.942 -1.798 0.781
C -2.168 -0.918 1.073
C -2.540 -0.996 2.564
C -4.041 -1.126 2.820
H -4.429 -1.993 2.275
C -4.845 0.114 2.429
O -6.190 0.031 2.840
H -6.580 -0.768 2.468
H -4.793 0.277 1.343
H -4.445 0.996 2.934
H -4.201 -1.305 3.885
H -2.155 -0.116 3.083
H -2.048 -1.864 3.009
H -2.980 -1.319 0.460
C -1.856 0.528 0.637
C -0.538 0.909 1.240
C 0.364 0.000 1.595
O 0.215 -1.355 1.459
C 1.652 0.390 2.278
O 1.646 0.881 3.392
N 2.779 0.152 1.579
C 2.833 -0.184 0.178
H 1.850 -0.487 -0.179
C 3.338 1.024 -0.615
N 4.650 1.405 -0.126
C 5.242 2.455 -0.926
H 6.242 2.666 -0.550
H 5.321 2.114 -1.957
H 4.655 3.387 -0.908
C 4.569 1.773 1.277
C 4.059 0.586 2.094
H 3.926 0.867 3.140
H 4.768 -0.244 2.016
H 5.568 2.050 1.622
H 3.895 2.634 1.433
H 3.419 0.760 -1.672
H 2.611 1.853 -0.519
H 3.536 -1.013 0.048
H -0.325 1.954 1.393
C -1.885 0.675 -0.872
C -3.098 0.568 -1.538
C -3.198 0.662 -2.923
C -2.034 0.872 -3.619
C -0.813 0.995 -2.959
C -0.713 0.908 -1.594
H 0.239 1.008 -1.104
O 0.183 1.207 -3.880
C -0.453 1.209 -5.140
O -1.838 1.001 -4.971
H -0.284 2.178 -5.636
H -0.033 0.405 -5.766
H -4.145 0.576 -3.429
H -4.002 0.409 -0.969
H -2.631 1.183 1.049
H -1.113 -2.815 1.175
H 1.838 -2.590 -1.359
H 1.436 -3.246 0.233
H 1.510 -4.317 -1.175
```

Mulliken atomic charge list, values in e, 4 entries: atom 1 (C): -0.9899, atom 2 (C): -0.3616, atom 3 (H): 0.3080, atom 4 (H): 0.3600


B) DFT (ωB97M-V/def2-TZVPD) results for a single C23H32N2O6 molecule.

The calculation puts the lowest unoccupied orbital energy at 0.0239 hartree. As for the SMILES: CCOC(=O)C1CCN(C(=O)c2ccc(OC3CCN(C(=O)COC)CC3)cc2)CC1. The orbital gap is 9.180 eV. Its HOMO energy is -8.529 eV.

```
63
C23H32N2O6, DFT ωB97M-V/def2-TZVPD
C 9.283 -0.391 -0.228
C 8.400 -1.592 0.079
H 8.045 -2.050 -0.850
H 8.933 -2.331 0.680
O 7.268 -1.217 0.869
C 6.205 -0.729 0.226
O 6.137 -0.625 -0.971
C 5.131 -0.330 1.223
C 3.751 -0.874 0.829
H 3.814 -1.945 0.627
H 3.069 -0.724 1.668
C 3.195 -0.153 -0.402
N 3.168 1.270 -0.167
C 2.057 2.006 0.062
O 2.102 3.178 0.388
C 0.755 1.291 -0.143
C 0.067 0.758 0.943
C -1.148 0.135 0.760
C -1.715 0.040 -0.513
C -1.041 0.597 -1.595
C 0.184 1.213 -1.404
H 0.700 1.642 -2.250
H -1.455 0.562 -2.590
O -2.899 -0.626 -0.572
C -3.594 -0.733 -1.804
C -4.264 0.597 -2.201
C -5.704 0.651 -1.677
N -5.775 0.002 -0.386
C -5.842 0.763 0.724
O -5.936 1.977 0.679
C -5.817 0.035 2.071
O -6.712 -1.048 2.179
C -8.061 -0.648 2.164
H -8.322 -0.142 1.228
H -8.653 -1.556 2.266
H -8.281 0.028 2.999
H -6.022 0.789 2.844
H -4.815 -0.374 2.238
C -5.566 -1.430 -0.420
H -6.531 -1.946 -0.511
C -4.660 -1.811 -1.597
H -4.182 -2.767 -1.381
H -5.230 -1.915 -2.521
H -5.101 -1.749 0.511
H -6.389 0.144 -2.363
H -6.026 1.685 -1.550
H -3.693 1.417 -1.764
H -4.261 0.715 -3.285
H -2.898 -1.060 -2.589
H -1.686 -0.289 1.593
H 0.489 0.834 1.934
C 4.477 1.831 0.083
C 5.080 1.203 1.340
H 6.081 1.601 1.511
H 4.456 1.464 2.198
H 4.358 2.908 0.213
H 5.115 1.632 -0.783
H 2.189 -0.511 -0.623
H 3.844 -0.350 -1.261
H 5.430 -0.751 2.188
H 10.163 -0.717 -0.775
H 9.596 0.092 0.695
H 8.737 0.326 -0.836
```

Mulliken atomic charge list, values in e, 4 entries: atom 1 (C): -1.0990, atom 2 (C): -0.2553, atom 3 (H): 0.3080, atom 4 (H): 0.3161


Order of stability, best first: B), A)


A) DFT (ωB97M-V/def2-TZVPD) results for 3 unconnected molecules or ions with the total composition C4H10O3.

The calculation puts the lowest unoccupied orbital energy (alpha / beta) at -0.1798 / -0.2568 hartree. The total charge is +1. The orbital gap (alpha / beta) is 9.183 / 8.892 eV. As for the multiplicity: 2. Its HOMO energy (alpha / beta) is -14.077 / -15.880 eV.

```
17
C4H10O3, DFT ωB97M-V/def2-TZVPD
C -1.518 1.347 1.340
C -2.108 0.222 0.805
C -1.779 -0.380 -0.415
C -0.735 0.148 -1.160
O 0.075 -0.413 -1.967
H -1.867 1.677 2.309
H -0.550 1.726 1.064
H -2.616 -0.457 1.479
H -2.041 -1.425 -0.522
H -0.492 1.203 -1.040
H 0.975 0.009 -1.928
H 2.681 -0.266 -0.539
H 3.379 0.806 -1.365
O 2.673 0.151 -1.414
H 0.526 -1.547 1.032
H 2.040 -1.738 1.215
O 1.357 -1.064 1.107
```

Mulliken atomic charge list, values in e, 4 entries: atom 1 (C): -0.7100, atom 2 (C): 0.0829, atom 3 (C): -0.3513, atom 4 (C): 0.0763


B) DFT (ωB97M-V/def2-TZVPD) results for 2 unconnected molecules or ions with the total composition C4H10O3.

The calculation puts the lowest unoccupied orbital energy (alpha / beta) at -0.2165 / -0.3664 hartree. The total charge is +1. The orbital gap (alpha / beta) is 8.096 / 4.012 eV. As for the multiplicity: 2. Its HOMO energy (alpha / beta) is -13.986 / -13.983 eV.

```
17
C4H10O3, DFT ωB97M-V/def2-TZVPD
O 3.704 -0.074 -0.168
C 2.745 -0.413 -0.760
C 1.418 0.323 -0.664
C 0.506 -0.194 0.451
C -0.789 0.748 0.564
O -1.644 -0.048 1.357
H 2.878 -1.409 -1.261
H 1.741 1.309 -0.349
H 0.862 0.465 -1.559
H 0.092 -1.137 0.627
H 1.060 -0.152 1.344
H -1.204 1.059 -0.327
H -0.612 1.789 0.935
H -1.362 -0.187 2.341
H -2.609 -0.071 -0.749
H -3.504 -1.361 -0.583
O -3.281 -0.645 -1.199
```

Mulliken atomic charge list, values in e, 4 entries: atom 1 (O): -0.0388, atom 2 (C): 0.0823, atom 3 (C): -0.5063, atom 4 (C): -0.5998


Order of stability, best first: A), B)


A) DFT (ωB97M-V/def2-TZVPD) results for a gas-phase ion, C7H13N2O (charge +1).

The calculation puts the lowest unoccupied orbital energy at -0.1643 hartree. The total charge is +1. As for the SMILES: C/[NH+]=C/CCN(C)C=C=O. The orbital gap is 7.354 eV. Its HOMO energy is -11.825 eV.

```
23
C7H13N2O, DFT ωB97M-V/def2-TZVPD
C 2.777 -1.161 0.315
C 0.743 1.302 0.854
C 0.445 -0.155 1.269
C 1.681 -1.313 -0.462
C -0.489 1.922 0.282
C -2.091 1.435 -1.776
C -0.433 -2.210 0.376
N -0.846 1.353 -0.853
N 0.432 -1.108 0.162
O 3.660 -0.843 0.994
H 1.108 1.936 1.691
H 1.401 1.223 -0.007
H 1.295 -0.408 1.862
H -0.453 -0.058 1.895
H 1.486 -1.648 -1.372
H -1.263 2.609 0.643
H -2.503 0.492 -1.558
H -2.783 2.310 -1.539
H -1.910 1.506 -2.825
H -0.360 -2.722 -0.486
H -0.146 -3.047 1.035
H -1.412 -1.958 0.722
H -0.337 0.543 -1.222
```

Mulliken atomic charge list, values in e, 4 entries: atom 1 (C): 0.3511, atom 2 (C): -0.6694, atom 3 (C): -0.7627, atom 4 (C): -0.6632


B) DFT (ωB97M-V/def2-TZVPD) results for 2 unconnected molecules or ions with the total composition C7H13N2O.

The calculation puts the lowest unoccupied orbital energy at -0.1336 hartree. The total charge is +1. The orbital gap is 9.407 eV. Its HOMO energy is -13.043 eV.

```
23
C7H13N2O, DFT ωB97M-V/def2-TZVPD
C 0.251 -2.198 -1.473
C 0.693 -1.434 -0.414
C -0.252 -0.064 -2.772
C -0.641 -1.572 -2.509
C 0.468 0.013 -0.571
C -0.013 2.218 0.384
C 0.356 -0.005 4.349
N 0.021 0.659 -1.568
N 0.743 1.015 0.533
O 0.367 0.587 3.270
H 0.250 -3.225 -1.361
H 1.176 -1.879 0.411
H -0.927 0.628 -3.349
H -0.639 -2.128 -3.356
H -1.650 -1.294 -2.124
H 0.010 2.485 -0.693
H -1.153 2.069 0.563
H 0.332 2.981 0.959
H -0.363 0.150 5.165
H 0.652 0.035 -3.289
H 1.187 -0.749 4.560
H 0.721 0.670 1.508
H 1.814 1.250 0.438
```

Mulliken atomic charge list, values in e, 4 entries: atom 1 (C): -0.3522, atom 2 (C): -0.6822, atom 3 (C): -0.7663, atom 4 (C): -0.6991


Order of stability, best first: B), A)